Entry 1:
The following is a DFT calculation (the ωB97M-V functional and the def2-TZVPD basis) of one molecule with the formula C5H11N.

Each line ends with the Mulliken charge.
Atoms and positions in Å:
C (-0.006, -2.077, 0.537)  -1.154
C (0.978, -1.184, -0.212)  -0.352
N (0.338, 0.037, -0.666)  -0.278
C (0.999, 1.319, -0.563)  -0.595
C (-0.203, 1.010, 0.255)  0.317
C (-1.581, 1.496, -0.122)  -1.369
H (0.377, -3.099, 0.619)  0.377
H (-0.193, -1.709, 1.551)  0.298
H (-0.964, -2.114, 0.007)  0.300
H (1.869, -0.999, 0.413)  0.249
H (1.320, -1.698, -1.118)  0.340
H (1.957, 1.381, -0.040)  0.284
H (0.917, 1.962, -1.438)  0.239
H (-0.013, 0.876, 1.324)  0.397
H (-1.827, 2.466, 0.321)  0.342
H (-2.331, 0.764, 0.197)  0.287
H (-1.644, 1.579, -1.212)  0.318

Properties
SMILES string: CCN1C[C@H]1C
Relative energy (zero: lowest compared OMol25 entry of this formula, charge and spin): 115.2 kJ/mol
Orbital gap: 10.17 eV
HOMO level: -8.905 eV

Entry 2:
The following is a DFT calculation (the ωB97M-V functional and the def2-TZVPD basis) of one molecule with the formula C5H11N.

Each line ends with the Mulliken charge.
Atoms and positions in Å:
C (-0.335, 0.957, -2.764)  -1.143
C (-0.785, 0.356, -1.448)  -0.197
C (-0.040, -0.348, -0.617)  -0.210
C (-0.452, -0.906, 0.702)  -0.311
N (0.646, -0.939, 1.590)  -0.372
C (0.690, 0.042, 2.691)  -0.849
H (0.812, 0.757, -3.170)  0.230
H (-0.504, 1.990, -3.055)  0.330
H (-0.828, 0.501, -3.658)  0.291
H (-1.809, 0.635, -1.270)  0.311
H (0.989, -0.682, -0.737)  0.258
H (-0.778, -1.984, 0.531)  0.184
H (-1.329, -0.364, 1.037)  0.359
H (1.578, -0.704, 1.104)  0.210
H (1.468, -0.252, 3.470)  0.272
H (-0.245, -0.063, 3.301)  0.310
H (0.922, 1.005, 2.293)  0.327

Properties
SMILES string: C/C=C/CNC
Relative energy (zero: lowest compared OMol25 entry of this formula, charge and spin): 218.6 kJ/mol
Orbital gap: 9.80 eV
HOMO level: -8.643 eV

Entry 3:
The following is a DFT calculation (the ωB97M-V functional and the def2-TZVPD basis) of a 2-piece molecular cluster, C5H11N overall.

Each line ends with the Mulliken charge.
Atoms and positions in Å:
C (2.223, -0.611, -0.190)  -1.064
C (1.285, 0.511, 0.131)  -0.176
N (0.286, 0.852, -0.619)  0.011
C (-0.561, 0.341, -1.687)  -0.525
C (-0.821, 1.562, -0.883)  -0.242
C (-1.699, -0.514, 1.468)  -0.838
H (2.364, -1.258, 0.684)  0.291
H (1.835, -1.238, -0.998)  0.287
H (3.218, -0.249, -0.480)  0.309
H (-0.675, -0.448, 1.099)  -0.023
H (1.431, 1.102, 1.032)  0.445
H (-0.202, 0.453, -2.710)  0.241
H (-0.987, -0.648, -1.478)  0.226
H (-1.587, 1.758, -0.143)  0.205
H (-2.389, -0.655, 0.632)  0.252
H (-1.946, 0.410, 1.999)  0.246
H (-1.774, -1.367, 2.143)  0.354

Properties
Relative energy (zero: lowest compared OMol25 entry of this formula, charge and spin): 384.6 kJ/mol
Orbital gap (spin up / spin down): 8.07 / 8.07 eV
HOMO level (spin up / spin down): -7.064 / -7.063 eV

Entry 4:
The following is a DFT calculation (the ωB97M-V functional and the def2-TZVPD basis) of one molecule with the formula C5H11N.

Each line ends with the Mulliken charge.
Atoms and positions in Å:
C (2.567, 0.657, 1.256)  -1.081
C (1.468, -0.321, 0.944)  -0.086
C (0.345, -0.015, 0.316)  -0.169
C (-0.927, -0.816, 0.160)  -0.468
C (-1.704, -0.537, -1.116)  -0.508
N (-2.097, 0.854, -1.342)  -0.614
H (2.319, 1.596, 0.770)  0.293
H (3.500, 0.329, 0.812)  0.312
H (2.606, 0.823, 2.335)  0.280
H (1.528, -1.343, 1.332)  0.321
H (0.204, 0.980, -0.101)  0.025
H (-0.778, -1.895, 0.204)  0.319
H (-1.527, -0.574, 1.025)  0.250
H (-2.612, -1.142, -1.040)  0.325
H (-1.157, -0.977, -1.955)  0.306
H (-1.301, 1.478, -1.300)  0.248
H (-2.434, 0.903, -2.301)  0.247

Properties
SMILES string: C/C=C/CCN
Relative energy (zero: lowest compared OMol25 entry of this formula, charge and spin): 84.0 kJ/mol
Orbital gap: 10.38 eV
HOMO level: -9.194 eV

Entry 5:
The following is a DFT calculation (the ωB97M-V functional and the def2-TZVPD basis) of C5H11N as an isolated structure.

Each line ends with the Mulliken charge.
Atoms and positions in Å:
C (2.615, 0.192, -0.244)  -1.068
C (1.335, 0.654, 0.539)  -0.558
N (-0.985, -1.469, 0.567)  -0.613
C (-0.879, -0.220, -0.125)  0.226
C (0.116, 0.754, -0.312)  -0.624
C (-2.383, 0.082, -0.538)  -0.905
H (2.384, -0.569, -0.943)  0.344
H (3.250, -0.201, 0.548)  0.310
H (3.083, 1.098, -0.703)  0.282
H (1.039, -0.015, 1.316)  0.368
H (1.725, 1.543, 1.043)  0.344
H (-0.127, -2.029, 0.452)  0.266
H (-1.054, -0.453, 1.164)  0.399
H (-0.116, 1.681, -0.786)  0.337
H (-3.007, 0.162, 0.352)  0.288
H (-2.417, 1.029, -1.019)  0.351
H (-2.570, -0.708, -1.294)  0.254

Properties
Relative energy (zero: lowest compared OMol25 entry of this formula, charge and spin): 375.4 kJ/mol
Orbital gap: 9.02 eV
HOMO level: -8.135 eV

Entry 6:
The following is a DFT calculation (the ωB97M-V functional and the def2-TZVPD basis) of one molecule with the formula C5H11N.

Each line ends with the Mulliken charge.
Atoms and positions in Å:
C (-1.201, -1.279, -1.820)  -1.217
C (-0.886, -0.468, -0.568)  -0.175
C (0.574, -0.019, -0.483)  -0.773
N (0.859, 0.631, 0.785)  0.145
C (1.028, 0.079, 2.015)  -0.700
C (0.692, 1.917, 1.162)  -0.614
H (-1.021, -0.696, -2.731)  0.309
H (-2.250, -1.594, -1.826)  0.347
H (-0.582, -2.182, -1.875)  0.323
H (-1.534, 0.417, -0.525)  0.272
H (-1.102, -1.060, 0.329)  0.303
H (0.828, 0.678, -1.292)  0.330
H (1.234, -0.895, -0.572)  0.314
H (0.229, 0.156, 2.743)  0.298
H (1.861, -0.604, 2.208)  0.289
H (-0.199, 2.480, 0.861)  0.270
H (1.519, 2.439, 1.626)  0.280

Properties
Relative energy (zero: lowest compared OMol25 entry of this formula, charge and spin): 328.3 kJ/mol
Orbital gap (spin up / spin down): 8.66 / 8.66 eV
HOMO level (spin up / spin down): -7.706 / -7.707 eV

Entry 7:
The following is a DFT calculation (the ωB97M-V functional and the def2-TZVPD basis) of a 4-piece molecular cluster, C5H11N overall.

Each line ends with the Mulliken charge.
Atoms and positions in Å:
C (-1.290, -0.119, 0.962)  -1.066
C (-0.851, 0.728, -0.033)  0.366
C (-1.417, 0.688, -1.423)  -1.222
N (1.142, 0.131, -0.648)  -0.391
C (2.102, 0.198, 0.492)  -0.363
C (1.576, -0.996, -0.152)  -0.177
H (-0.190, -1.218, 1.081)  -0.160
H (-1.173, 0.154, 2.007)  0.360
H (-2.066, -0.849, 0.727)  0.353
H (-0.371, 1.655, 0.268)  0.302
H (-1.678, -0.336, -1.718)  0.311
H (-0.716, 1.090, -2.158)  0.349
H (-2.331, 1.291, -1.433)  0.339
H (1.714, 0.464, 1.486)  0.214
H (3.089, 0.588, 0.246)  0.244
H (1.840, -1.947, -0.605)  0.357
H (0.620, -1.523, 0.901)  0.184

Properties
Relative energy (zero: lowest compared OMol25 entry of this formula, charge and spin): 512.2 kJ/mol
Orbital gap: 10.16 eV
HOMO level: -9.013 eV

Entry 8:
The following is a DFT calculation (the ωB97M-V functional and the def2-TZVPD basis) of a 2-piece molecular cluster, C5H11N overall.

Each line ends with the Mulliken charge.
Atoms and positions in Å:
C (-1.406, -0.587, 1.224)  -0.502
N (-0.307, -0.919, 0.618)  0.122
C (0.603, -2.047, 0.502)  -0.579
C (0.870, -0.654, 0.066)  0.103
C (-1.071, 1.576, -1.764)  -0.908
C (1.826, 0.405, 0.494)  -1.006
H (-1.650, 0.464, 1.329)  0.280
H (-2.064, 1.234, -1.461)  0.219
H (-2.087, -1.368, 1.534)  0.246
H (0.357, -2.813, -0.235)  0.209
H (0.926, -2.437, 1.477)  0.276
H (-0.362, 0.746, -1.683)  0.154
H (-0.754, 2.392, -1.108)  0.215
H (-1.107, 1.935, -2.795)  0.330
H (2.793, 0.276, 0.002)  0.292
H (1.444, 1.394, 0.215)  0.199
H (1.989, 0.402, 1.586)  0.350

Properties
Relative energy (zero: lowest compared OMol25 entry of this formula, charge and spin): 370.1 kJ/mol
Orbital gap: 8.12 eV
HOMO level: -7.128 eV

Entry 9:
The following is a DFT calculation (the ωB97M-V functional and the def2-TZVPD basis) of one molecule with the formula C5H11N.

Each line ends with the Mulliken charge.
Atoms and positions in Å:
C (-0.900, 1.499, -0.409)  -0.778
N (-0.204, 0.795, 0.599)  -0.158
C (1.167, 0.653, 0.844)  -0.343
C (0.386, -0.521, 0.290)  0.558
C (-0.823, -1.231, 0.974)  -1.147
C (0.870, -0.923, -1.132)  -1.364
H (-0.489, 1.350, -1.414)  0.269
H (-1.943, 1.136, -0.411)  0.224
H (-0.899, 2.550, -0.140)  0.329
H (1.522, 0.726, 1.868)  0.233
H (1.775, 1.185, 0.109)  0.277
H (-0.999, -2.161, 0.458)  0.395
H (-1.779, -0.648, 0.880)  0.240
H (-0.687, -1.338, 2.049)  0.283
H (1.905, -1.310, -1.178)  0.329
H (0.233, -1.697, -1.568)  0.344
H (0.866, -0.065, -1.820)  0.307

Properties
SMILES string: CN1CC1(C)C
Relative energy (zero: lowest compared OMol25 entry of this formula, charge and spin): 287.2 kJ/mol
Orbital gap: 9.41 eV
HOMO level: -8.387 eV

Entry 10:
The following is a DFT calculation (the ωB97M-V functional and the def2-TZVPD basis) of C5H11N as an isolated structure.

Each line ends with the Mulliken charge.
Atoms and positions in Å:
C (-1.051, 1.257, 0.101)  -1.014
C (-0.778, -0.160, 0.004)  1.083
C (-2.088, -0.839, -0.260)  -1.496
C (0.368, -0.816, 0.162)  -0.608
C (1.744, -0.305, 0.668)  -0.266
H (-0.272, 1.747, 0.848)  0.266
H (-2.376, 1.445, 0.454)  0.264
H (-1.014, 1.941, -1.016)  0.220
H (-2.672, -0.662, 0.684)  0.332
H (-2.575, -0.354, -1.057)  0.388
H (-2.143, -1.972, -0.441)  0.310
H (0.434, -1.819, -0.224)  0.279
H (2.355, -1.181, 1.261)  0.230
H (1.683, 0.764, 1.359)  0.197
H (3.549, 0.392, -0.487)  0.199
H (2.190, 0.586, -1.415)  0.209
N (2.645, -0.022, -0.643)  -0.592

Properties
Relative energy (zero: lowest compared OMol25 entry of this formula, charge and spin): 366.3 kJ/mol
Orbital gap: 9.99 eV
HOMO level: -9.031 eV

What did the ninth record say?
The following is a DFT calculation (the ωB97M-V functional and the def2-TZVPD basis) of one molecule with the formula C5H11N.

Each line ends with the Mulliken charge.
Atoms and positions in Å:
C (-0.900, 1.499, -0.409)  -0.778
N (-0.204, 0.795, 0.599)  -0.158
C (1.167, 0.653, 0.844)  -0.343
C (0.386, -0.521, 0.290)  0.558
C (-0.823, -1.231, 0.974)  -1.147
C (0.870, -0.923, -1.132)  -1.364
H (-0.489, 1.350, -1.414)  0.269
H (-1.943, 1.136, -0.411)  0.224
H (-0.899, 2.550, -0.140)  0.329
H (1.522, 0.726, 1.868)  0.233
H (1.775, 1.185, 0.109)  0.277
H (-0.999, -2.161, 0.458)  0.395
H (-1.779, -0.648, 0.880)  0.240
H (-0.687, -1.338, 2.049)  0.283
H (1.905, -1.310, -1.178)  0.329
H (0.233, -1.697, -1.568)  0.344
H (0.866, -0.065, -1.820)  0.307

Properties
SMILES string: CN1CC1(C)C
Relative energy (zero: lowest compared OMol25 entry of this formula, charge and spin): 287.2 kJ/mol
Orbital gap: 9.41 eV
HOMO level: -8.387 eV